# 1
DFT (ωB97M-V/def2-TZVPD) results for an isolated molecule of C4H6N2OS in a non-equilibrium geometry.

Each line ends with the Mulliken charge.
Cartesian coordinates (Å):
1 C -1.4633 0.0986 -1.5085  -0.822
2 C 0.7005 0.8987 0.9732  -0.313
3 C 1.6714 -0.2576 1.2825  0.154
4 C 0.0286 -1.2930 0.0179  0.063
5 H -2.3793 0.6190 -1.0808  0.282
6 H -1.1462 0.7059 -2.3775  0.290
7 H -1.8235 -0.8909 -1.9582  0.289
8 H -0.2716 0.7820 1.6488  0.220
9 H 1.2137 1.8033 1.3561  0.358
10 H -0.6767 -2.0606 -0.1730  0.378
11 N -0.3183 -0.0741 -0.6549  0.182
12 N 1.0194 -1.4086 0.8414  -0.514
13 O 0.3320 1.0607 -0.3214  -0.265
14 S 3.1134 0.0167 1.9544  -0.302

Summary:
Energy above the lowest of the compared OMol25 structures with the same formula, charge and spin in kJ/mol: 441.6
Gap between HOMO and LUMO in eV: 8.125
Energy in eV: -20104.7652
LUMO in hartree: -0.0133
Molar mass in g mol⁻¹: 130.17
E_HOMO in eV: -8.49



# 2
DFT (ωB97M-V/def2-TZVPD) results for an isolated molecule of CH3N3O2Si in a non-equilibrium geometry.

Each line ends with the Mulliken charge.
Cartesian coordinates (Å):
1 C -0.6423 1.7750 -0.3563  0.293
2 N -0.9522 2.6668 -0.9820  -0.304
3 N 1.8407 -0.0856 -0.1470  -0.695
4 N -1.0247 -1.0882 0.0608  0.862
5 O -1.2440 -2.0232 0.8005  -0.565
6 O -1.2470 -1.1134 -1.1079  -0.498
7 Si -0.1592 0.3922 0.6856  0.429
8 H 1.6036 -0.0441 -1.0814  0.275
9 H 1.8025 -1.0848 0.0593  0.256
10 H 0.0226 0.6054 2.0685  -0.054

Summary:
Energy above the lowest of the compared OMol25 structures with the same formula, charge and spin in kJ/mol: 193.6
Gap between HOMO and LUMO in eV: 9.619
Energy in eV: -17524.6136
LUMO in hartree: -0.0431
Molar mass in g mol⁻¹: 117.14
E_HOMO in eV: -10.79



# 3
DFT (ωB97M-V/def2-TZVPD) results for a structure of composition C30H36IN2PSi2Sn.

Each line ends with the Mulliken charge.
Cartesian coordinates (Å):
1 Sn 0.3457 0.0081 -0.0298  0.644
2 C -5.4732 -0.5028 5.2110  -0.392
3 C -5.7268 0.5521 4.3481  -0.653
4 C -4.9067 0.7707 3.2466  0.004
5 C -3.8155 -0.0540 2.9868  -0.362
6 C -3.5602 -1.1003 3.8787  -0.265
7 C -4.3823 -1.3309 4.9675  -0.587
8 P -2.6251 0.0964 1.5789  -0.132
9 C -3.2208 1.5979 0.7119  0.717
10 C -3.1520 2.8373 1.3543  -0.370
11 C -3.3983 4.0145 0.6662  -0.745
12 C -3.7090 3.9764 -0.6880  -0.404
13 C -3.7699 2.7534 -1.3390  -0.649
14 C -3.5201 1.5741 -0.6482  -0.403
15 C -3.2188 -1.2997 0.5176  -0.097
16 C -4.5048 -1.8243 0.7216  -0.524
17 C -4.9373 -2.9117 -0.0166  -0.610
18 C -4.0752 -3.4565 -0.9653  -0.674
19 C -2.8173 -2.9004 -1.1559  -0.358
20 C -2.3093 -1.8044 -0.4262  0.381
21 H -6.1120 -0.6761 6.0691  0.344
22 H -6.5750 1.2048 4.5232  0.372
23 H -5.1366 1.5827 2.5675  0.351
24 H -2.7083 -1.7471 3.6953  0.402
25 H -4.1711 -2.1603 5.6325  0.375
26 H -2.8871 2.8785 2.4056  0.453
27 H -3.3218 4.9651 1.1816  0.349
28 H -3.8840 4.8963 -1.2336  0.358
29 H -4.0005 2.7133 -2.3971  0.376
30 H -3.5458 0.6202 -1.1615  0.283
31 H -5.1752 -1.3911 1.4575  0.277
32 H -5.9257 -3.3297 0.1476  0.350
33 H -4.3890 -4.3215 -1.5471  0.317
34 H -2.1855 -3.3676 -1.9120  0.128
35 C 0.1926 -2.3629 -2.6295  -1.151
36 Si 1.7863 -1.4160 -2.7948  -0.240
37 C 1.7688 -0.7067 -4.5502  -1.127
38 C 3.1535 -2.7156 -2.7232  -1.042
39 N 1.8893 -0.2369 -1.5482  0.574
40 C 2.9693 0.6309 -1.4315  0.556
41 C 4.0496 0.6477 -2.3133  -0.286
42 C 5.1061 1.5523 -2.2021  -1.010
43 C 5.0912 2.4751 -1.1749  -0.903
44 C 4.0351 2.4657 -0.2664  -0.309
45 C 2.9727 1.5587 -0.3413  0.509
46 N 1.9345 1.4984 0.5588  0.473
47 Si 1.8167 2.4648 1.9566  -0.120
48 C 3.3008 2.4072 3.1269  -1.083
49 C 1.5026 4.2967 1.5927  -1.161
50 C 0.3847 1.8981 3.0262  -0.422
51 H 0.1331 -3.1067 -3.4309  0.497
52 H -0.6895 -1.7221 -2.6810  0.241
53 H 0.1281 -2.8798 -1.6693  0.318
54 H 1.5656 -1.5098 -5.2651  0.326
55 H 2.7006 -0.2200 -4.8407  0.344
56 H 0.9730 0.0377 -4.6345  0.268
57 H 2.9329 -3.5384 -3.4096  0.328
58 H 3.2010 -3.1135 -1.7066  0.268
59 H 4.1424 -2.3225 -2.9662  0.339
60 H 4.0730 -0.0677 -3.1247  0.124
61 H 5.9183 1.5243 -2.9202  0.334
62 H 5.8914 3.1993 -1.0627  0.336
63 H 4.0362 3.1979 0.5324  0.130
64 H 4.2298 2.7860 2.6985  0.371
65 H 3.4784 1.3717 3.4278  0.275
66 H 3.0730 2.9934 4.0230  0.320
67 H 2.3800 4.7975 1.1762  0.340
68 H 1.2058 4.8269 2.5021  0.362
69 H 0.6961 4.3907 0.8607  0.285
70 H 0.6722 1.0431 3.6417  0.315
71 H -0.4829 1.5852 2.4428  -0.501
72 H 0.0713 2.7138 3.6854  0.392
73 I 1.3368 -2.0641 1.7621  -0.526

Summary:
Energy above the lowest of the compared OMol25 structures with the same formula, charge and spin in kJ/mol: 127.1
Total charge: -2
Gap between HOMO and LUMO in eV: 5.069
Energy in eV: -73655.4822
LUMO in hartree: 0.1650
Molar mass in g mol⁻¹: 757.39
E_HOMO in eV: -0.58



# 4
DFT (ωB97M-V/def2-TZVPD) results for a cluster of 2 separate species, C37H32F2O2P in total in a non-equilibrium geometry.

Each line ends with the Mulliken charge.
Cartesian coordinates (Å):
1 F 3.4789 5.4203 3.0741  -0.303
2 C 2.4293 5.2030 2.2144  0.207
3 C 2.1236 6.1973 1.2808  -0.557
4 C 1.0393 5.9711 0.4183  -0.517
5 C 0.3096 4.7952 0.4917  -0.529
6 C 0.6444 3.7805 1.4290  0.768
7 C -0.1080 2.5650 1.4531  0.067
8 C 0.2351 1.4456 2.2069  -0.143
9 C -0.5644 0.3117 2.3158  -0.626
10 C -0.3884 -0.6387 3.3789  0.990
11 C 0.8842 -0.8207 3.9660  -0.129
12 C 1.0167 -1.6965 5.0263  -0.066
13 F 2.2653 -1.8609 5.5883  -0.352
14 C -0.0507 -2.4144 5.5674  -0.503
15 C -1.3164 -2.2224 4.9969  -0.645
16 C -1.4916 -1.3530 3.9255  -0.544
17 C 1.7255 4.0157 2.3203  -0.683
18 H 2.7086 7.1089 1.2392  0.470
19 H 0.7673 6.7329 -0.3115  0.415
20 H -0.5466 4.6246 -0.1637  0.366
21 H -1.0171 2.5212 0.8521  0.238
22 H 1.1536 1.4835 2.7925  -0.112
23 H -1.4538 0.2463 1.6820  0.718
24 H 1.7518 -0.2832 3.5831  0.498
25 H 0.1173 -3.0875 6.4058  0.488
26 H -2.1760 -2.7528 5.4098  0.412
27 H -2.4797 -1.1893 3.4924  0.439
28 H 1.9889 3.2816 3.0847  0.550
29 C 2.4542 -4.0936 2.6185  -1.008
30 C 2.2859 -3.4757 1.2618  -0.307
31 O 1.1400 -2.5848 1.3105  -0.153
32 C 0.8485 -2.1734 0.0459  -0.674
33 C -0.2695 -1.2600 -0.0389  -0.290
34 P -0.6806 -0.7817 -1.6595  2.492
35 C -1.4232 -1.9733 -2.8076  -0.361
36 C -2.4053 -1.5490 -3.7250  -0.352
37 C -2.9525 -2.4514 -4.6421  -0.740
38 C -2.5350 -3.7855 -4.6372  -0.500
39 C -1.5509 -4.2164 -3.7428  -0.765
40 C -0.9858 -3.3101 -2.8386  -0.098
41 C -1.8989 0.5412 -1.5149  -0.038
42 C -1.6361 1.8463 -1.9593  -0.257
43 C -2.5611 2.8604 -1.6981  -0.718
44 C -3.7387 2.5677 -1.0050  -0.545
45 C -4.0211 1.2617 -0.5987  -0.764
46 C -3.1039 0.2416 -0.8611  -0.314
47 C 0.7714 -0.1113 -2.4997  -0.008
48 C 1.1177 -0.4992 -3.8048  -0.614
49 C 2.2772 0.0112 -4.3982  -0.751
50 C 3.0806 0.9119 -3.6926  -0.636
51 C 2.7401 1.3031 -2.3925  -0.776
52 C 1.5892 0.7809 -1.7885  0.142
53 O 1.5146 -2.5943 -0.9203  -0.708
54 H 3.3824 -4.6691 2.6241  0.438
55 H 2.5128 -3.3460 3.4143  0.117
56 H 1.6369 -4.7919 2.8295  0.271
57 H 3.1771 -2.8864 0.9738  0.305
58 H 2.0990 -4.2605 0.5061  0.324
59 H -1.0259 -1.3235 0.7273  1.289
60 H -2.7363 -0.5063 -3.7204  0.408
61 H -3.6998 -2.0971 -5.3548  0.409
62 H -2.9714 -4.4887 -5.3415  0.390
63 H -1.2058 -5.2530 -3.7437  0.419
64 H -0.1883 -3.6223 -2.1601  0.361
65 H -0.7159 2.0628 -2.5076  0.374
66 H -2.3503 3.8761 -2.0423  0.516
67 H -4.4439 3.3644 -0.7846  0.409
68 H -4.9505 1.0209 -0.0789  0.441
69 H -3.3196 -0.7885 -0.5611  0.519
70 H 0.4877 -1.2085 -4.3477  0.346
71 H 2.5422 -0.3055 -5.4098  0.412
72 H 3.9796 1.3104 -4.1563  0.400
73 H 3.3606 2.0086 -1.8353  0.458
74 H 1.3261 1.0531 -0.7619  0.219

Summary:
Energy above the lowest of the compared OMol25 structures with the same formula, charge and spin in kJ/mol: 105.1
Total charge: +1
Gap between HOMO and LUMO in eV: 5.058
Energy in eV: -57699.6208
LUMO in hartree: -0.1971
Molar mass in g mol⁻¹: 577.63
E_HOMO in eV: -10.42



# 5
DFT (ωB97M-V/def2-TZVPD) results for an isolated molecule of C4H10S2 in a non-equilibrium geometry.

Each line ends with the Mulliken charge.
Cartesian coordinates (Å):
1 C 2.9800 0.0759 0.4660  -0.961
2 C 1.6198 0.5946 1.1061  -0.496
3 S 0.6653 0.7257 -0.4330  -0.139
4 S -0.6570 -1.0178 0.2912  -0.077
5 C -1.8963 -0.6857 -0.8653  -0.536
6 C -2.7210 0.4888 -0.4506  -0.786
7 H 3.7947 0.2799 1.1208  0.358
8 H 3.2072 0.9160 -0.2445  0.329
9 H 2.7969 -0.9828 0.2282  0.262
10 H 1.7262 1.6299 1.4907  0.315
11 H 1.2501 -0.1815 1.8550  0.302
12 H -1.5082 -0.5737 -1.8823  0.311
13 H -2.4545 -1.6363 -0.9739  0.338
14 H -2.1011 1.1148 0.2823  0.253
15 H -3.5694 0.1365 0.1756  0.291
16 H -3.1687 1.1284 -1.3199  0.235

Summary:
Energy above the lowest of the compared OMol25 structures with the same formula, charge and spin in kJ/mol: 191.3
Gap between HOMO and LUMO in eV: 7.871
Energy in eV: -25979.0019
LUMO in hartree: -0.0098
Molar mass in g mol⁻¹: 122.26
E_HOMO in eV: -8.14



# 6
DFT (ωB97M-V/def2-TZVPD) results for a structure of composition C3H2LiO2Zn in a non-equilibrium geometry.

Each line ends with the Mulliken charge.
Cartesian coordinates (Å):
1 C 0.1544 0.3000 0.7656  -0.201
2 Li -1.3710 -1.4928 0.9278  0.921
3 O -1.2917 0.4531 0.5854  -0.407
4 C -0.6574 0.7057 -0.6712  -0.008
5 H -0.5770 1.7585 -0.9583  0.255
6 H -1.1905 0.1295 -1.4401  0.279
7 Zn 2.4369 -0.4261 1.4344  0.450
8 O 1.8714 -0.7527 -0.4750  -0.490
9 C 0.6249 -0.6752 -0.1685  0.202

Summary:
Energy above the lowest of the compared OMol25 structures with the same formula, charge and spin in kJ/mol: 20.0
Total charge: +1
Gap between HOMO and LUMO (alpha / beta) in eV: 6.847 / 7.024
Energy in eV: -55848.6576
LUMO (alpha / beta) in hartree: -0.2121 / -0.2169
Molar mass in g mol⁻¹: 142.38
E_HOMO (alpha / beta) in eV: -12.62 / -12.93



Which of these has the lowest energy above the lowest of the compared OMol25 structures with the same formula, charge and spin?
C3H2LiO2Zn



Among the records above, which one has the lowest molar mass?
CH3N3O2Si



Which of these has the highest energy?
CH3N3O2Si



Which of these has the highest energy above the lowest of the compared OMol25 structures with the same formula, charge and spin?
C4H6N2OS